No. 1
Density functional theory data (ωB97M-V/def2-TZVPD) for the molecule C5H2O.

* orbital gap: 0.3373 Eh
* F_max: 0.76 eV/Å
* total energy: -266.6876 a.u.

```
8
Properties=species:S:1:pos:R:3:forces:R:3
O 2.451 -0.008 1.539 -0.47 -0.01 -0.41
C 1.668 -0.037 0.628 0.70 -0.01 0.28
C 1.614 -0.137 -0.820 -0.29 0.03 0.22
C 0.356 -0.049 -0.438 -0.05 -0.01 -0.16
C -1.038 0.011 -0.555 -0.50 0.02 -0.06
C -2.238 0.063 -0.660 0.50 -0.02 0.07
H 0.490 0.048 1.060 -0.09 0.01 0.05
H -3.303 0.109 -0.754 0.20 -0.01 0.01
```
Forces are in eV/Å.

No. 2
Density functional theory data (ωB97M-V/def2-TZVPD) for C45H46F5N4OP2ReSSe2 as an isolated structure at a distorted geometry.

* total charge: -1
* orbital gap (spin up / spin down): 0.2442 / 0.2303 Eh
* F_max: 6.35 eV/Å
* total energy: -8498.0105 a.u.
* spin multiplicity: 2

```
107
Properties=species:S:1:pos:R:3:forces:R:3
Re 1.879 0.758 -0.485 5.21 3.55 -0.73
Se -2.150 -4.478 -3.418 -0.11 -0.11 -0.22
P -1.866 -3.871 -1.426 -0.24 -0.16 0.05
C -1.102 -5.197 -0.425 -0.08 -0.03 -0.15
C -0.695 -4.994 0.890 -0.09 -0.05 -0.06
C -0.105 -6.026 1.592 -0.01 0.03 0.19
C 0.093 -7.261 0.994 0.02 -0.08 -0.08
C -0.300 -7.459 -0.318 0.08 -0.16 0.20
C -0.898 -6.432 -1.022 -0.11 0.13 -0.12
C -3.426 -3.479 -0.555 0.16 -0.01 -0.16
C -3.415 -2.990 0.749 0.02 -0.11 -0.17
C -4.606 -2.817 1.427 -0.07 -0.15 0.14
C -5.813 -3.096 0.808 0.00 -0.09 -0.07
C -5.828 -3.538 -0.506 -0.16 0.00 0.17
C -4.640 -3.743 -1.179 0.15 -0.02 -0.13
C -0.732 -2.515 -1.186 -0.35 0.15 0.09
C -0.669 -1.111 -1.236 0.34 -0.04 0.08
N 0.619 -0.830 -0.936 -0.33 -0.70 0.50
N 1.279 -1.950 -0.730 0.70 -0.09 0.10
N 0.496 -2.967 -0.875 0.11 -0.03 -0.02
P -1.689 0.295 -1.687 -0.51 -0.35 -0.11
Se -0.743 2.165 -1.337 0.36 -0.42 0.11
C -3.188 0.182 -0.660 0.22 0.14 -0.10
C -3.009 0.150 0.719 0.05 0.03 -0.02
C -4.105 0.222 1.558 0.08 0.18 0.04
C -5.379 0.323 1.022 -0.04 0.10 0.01
C -5.556 0.366 -0.351 -0.16 0.07 0.14
C -4.462 0.314 -1.194 0.13 -0.09 -0.12
C -2.241 -0.053 -3.379 0.11 0.10 0.24
C -3.016 -1.179 -3.630 0.07 0.15 0.15
C -3.380 -1.482 -4.926 -0.10 -0.06 -0.09
C -2.970 -0.663 -5.966 -0.05 -0.01 -0.01
C -2.195 0.457 -5.714 0.02 0.04 -0.13
C -1.825 0.767 -4.418 0.05 0.07 0.08
H -0.806 -4.030 1.360 0.04 0.06 0.02
H 0.215 -5.864 2.610 0.04 0.03 0.08
H 0.562 -8.061 1.548 0.05 -0.05 0.05
H -0.132 -8.412 -0.799 0.00 -0.08 -0.03
H -1.196 -6.577 -2.052 -0.01 0.04 0.01
H -2.483 -2.736 1.233 0.05 0.03 0.01
H -4.594 -2.456 2.445 0.00 0.04 0.07
H -6.740 -2.964 1.347 -0.07 0.06 0.03
H -6.768 -3.734 -1.001 -0.08 -0.03 -0.04
H -4.637 -4.109 -2.198 0.04 -0.02 -0.03
H -2.000 0.089 1.115 0.04 0.03 0.08
H -3.969 0.214 2.632 0.04 -0.03 0.04
H -6.237 0.375 1.678 -0.07 0.00 0.05
H -6.550 0.462 -0.764 -0.09 -0.01 -0.04
H -4.593 0.380 -2.265 -0.05 -0.01 -0.01
H -3.320 -1.814 -2.806 -0.08 0.00 -0.15
H -3.956 -2.373 -5.127 -0.04 -0.07 0.01
H -3.249 -0.907 -6.981 -0.02 -0.02 -0.09
H -1.865 1.082 -6.531 0.02 0.06 -0.05
H -1.210 1.628 -4.195 0.05 0.02 -0.01
C 2.562 5.775 -1.500 -0.18 -0.87 0.06
S 1.954 4.155 -0.812 1.21 1.10 0.31
O 0.569 4.453 -0.423 -1.01 0.25 0.28
C 2.955 4.321 0.693 -0.01 -0.09 -0.24
C 4.310 4.050 0.622 0.01 0.08 0.00
C 5.095 4.221 1.750 0.05 0.07 -0.07
C 4.515 4.629 2.943 0.05 0.00 0.05
C 3.152 4.860 3.011 0.06 0.12 0.04
C 2.367 4.711 1.879 -0.24 0.01 -0.12
H 2.355 6.551 -0.775 -0.06 0.05 0.25
H 2.006 5.960 -2.411 -0.09 -0.08 -0.20
H 3.621 5.696 -1.705 0.25 0.01 -0.07
H 4.725 3.698 -0.310 0.15 -0.07 -0.09
H 6.158 4.023 1.708 0.03 -0.02 -0.03
H 5.128 4.755 3.825 0.04 0.00 0.05
H 2.704 5.178 3.944 -0.03 -0.04 0.01
H 1.302 4.892 1.898 -0.12 -0.03 -0.01
F 3.285 -0.329 -2.891 0.22 0.13 -0.09
C 2.393 0.706 -2.630 -0.95 -0.80 -0.07
F 1.276 0.376 -3.401 0.05 0.09 -0.49
C 2.990 1.922 -3.355 0.37 0.58 -0.21
F 3.539 1.653 -4.558 -0.21 -0.34 -0.02
F 3.979 2.509 -2.652 0.16 -0.13 0.22
F 2.076 2.883 -3.577 -0.27 -0.15 0.02
C 4.520 -1.136 0.351 0.14 0.36 0.14
C 4.743 0.386 0.510 1.07 -1.28 -0.01
C 4.785 0.725 2.015 -0.27 0.18 -0.49
C 6.065 0.768 -0.182 -0.39 0.00 0.08
N 3.649 1.013 -0.128 -4.92 -0.42 0.17
H 5.331 -1.689 0.816 0.17 -0.18 0.10
H 4.467 -1.386 -0.704 -0.04 -0.08 -0.14
H 3.572 -1.414 0.813 0.02 -0.05 0.01
H 5.440 0.029 2.538 0.07 -0.04 -0.02
H 3.772 0.644 2.406 -0.04 -0.02 0.15
H 5.138 1.742 2.169 -0.02 0.00 0.08
H 6.871 0.131 0.176 0.13 -0.03 0.09
H 6.319 1.806 0.013 0.06 0.17 0.03
H 5.964 0.635 -1.256 0.01 -0.04 -0.12
C -1.522 2.672 3.126 0.04 -0.06 0.04
C -0.309 1.836 3.553 -0.05 0.04 0.06
C 0.522 2.623 4.570 -0.08 -0.09 -0.03
C -0.786 0.525 4.191 -0.02 0.12 0.02
C 0.493 1.516 2.371 0.03 0.08 0.27
C 1.120 1.180 1.386 -0.70 -0.60 0.06
H -2.159 2.885 3.985 -0.07 0.04 0.13
H -2.109 2.144 2.382 -0.07 -0.04 -0.10
H -1.204 3.611 2.682 0.07 0.12 -0.07
H -0.050 2.774 5.486 -0.06 0.04 0.11
H 0.793 3.593 4.164 0.06 0.12 -0.05
H 1.437 2.086 4.812 0.10 -0.04 0.03
H -1.461 0.723 5.023 -0.09 0.04 0.16
H 0.062 -0.048 4.556 0.09 -0.10 0.02
H -1.312 -0.080 3.456 -0.07 -0.11 -0.10
```
Forces are in eV/Å.

No. 3
Density functional theory data (ωB97M-V/def2-TZVPD) for C40H44N5PS4SeTi as an isolated structure.

* total charge: +1
* orbital gap (spin up / spin down): 0.2474 / 0.2478 Eh
* F_max: 0.83 eV/Å
* total energy: -7009.1346 a.u.
* spin multiplicity: 2

```
96
Properties=species:S:1:pos:R:3:forces:R:3
Ti -0.194 -2.097 -0.191 0.35 0.31 -0.69
S -1.535 -0.808 -1.801 0.14 -0.14 0.12
C -2.029 -2.024 -2.975 -0.11 0.12 0.03
C -3.121 -1.737 -3.801 -0.05 0.00 -0.05
C -3.513 -2.609 -4.797 -0.01 -0.02 -0.02
C -2.821 -3.796 -5.013 0.01 0.00 0.00
C -1.735 -4.095 -4.212 -0.03 -0.03 -0.03
C -1.354 -3.225 -3.196 0.01 -0.06 0.01
S 0.023 -3.700 -2.171 -0.09 -0.06 0.16
C -0.778 -5.012 -1.199 0.07 -0.04 -0.03
C -2.005 -4.544 -0.472 -0.12 -0.14 0.03
C -3.080 -5.401 -0.301 0.01 0.06 -0.01
C -4.154 -4.981 0.463 0.00 0.01 0.00
C -4.122 -3.724 1.041 0.06 0.00 -0.02
C -3.022 -2.911 0.822 -0.02 -0.03 0.02
C -2.942 -1.537 1.415 -0.13 0.06 -0.10
S -1.753 -1.306 2.760 -0.15 0.03 0.14
C 1.211 -1.525 4.661 -0.04 0.05 -0.12
C 1.147 -1.522 6.132 0.09 -0.02 0.21
C 2.237 -1.875 6.820 -0.16 0.04 -0.02
C 3.471 -2.344 6.171 0.07 -0.03 -0.14
C 3.596 -2.448 4.845 0.08 -0.04 0.18
C 2.475 -2.010 3.996 -0.09 0.14 -0.06
S 1.635 -3.169 0.980 -0.11 0.02 -0.18
N -1.994 -3.317 0.059 0.12 0.02 0.19
H -3.659 -0.810 -3.652 0.02 0.01 0.03
H -4.363 -2.357 -5.418 0.00 -0.01 -0.01
H -3.119 -4.472 -5.803 0.01 -0.01 0.00
H -1.170 -5.006 -4.373 0.00 0.00 -0.01
H -0.024 -5.327 -0.472 0.01 0.00 -0.02
H -1.017 -5.854 -1.846 0.03 0.01 -0.02
H -3.068 -6.380 -0.760 0.00 0.00 -0.01
H -5.010 -5.627 0.607 0.00 -0.01 0.00
H -4.941 -3.369 1.651 0.00 0.01 0.00
H -3.895 -1.279 1.882 0.02 0.00 0.02
H -2.766 -0.803 0.625 0.06 0.00 0.03
H 0.241 -1.212 6.635 0.00 0.01 -0.01
H 2.222 -1.845 7.902 0.00 0.00 0.00
H 4.293 -2.638 6.812 0.00 0.00 0.00
H 4.499 -2.832 4.389 0.00 0.00 0.00
C 3.093 0.053 -2.928 -0.02 0.06 -0.10
C 2.148 -0.463 -1.960 -0.01 0.03 0.18
N 1.399 -0.874 -1.199 -0.06 -0.19 0.05
H 2.975 1.136 -2.994 0.02 -0.02 -0.02
H 2.891 -0.406 -3.896 0.03 0.03 -0.01
H 4.107 -0.183 -2.610 0.00 0.01 -0.02
Se -0.138 -4.868 3.749 0.07 0.01 0.06
N 1.078 -3.964 4.492 0.07 0.00 0.02
C 1.192 -2.736 3.752 0.31 -0.23 0.09
C 2.029 -0.585 3.820 0.01 -0.14 0.10
C 1.516 0.050 2.598 -0.16 0.07 -0.23
C 0.513 -0.330 1.820 -0.03 -0.20 0.30
N -0.249 -1.570 1.948 0.26 0.07 -0.03
C 0.505 -2.834 2.366 -0.47 0.34 0.08
N -0.474 -3.905 2.393 -0.14 -0.07 -0.14
H 2.628 0.094 4.420 0.01 -0.01 0.00
H 1.965 1.002 2.341 0.02 0.01 0.01
H 0.154 0.321 1.025 0.00 0.00 -0.02
C 0.648 5.518 0.284 0.02 -0.01 -0.01
C -0.070 4.205 0.599 -0.02 0.07 0.03
C -1.541 4.469 0.936 0.00 0.01 0.00
C 0.577 3.610 1.857 0.00 -0.05 -0.01
P 0.030 2.870 -0.735 -0.04 -0.08 0.08
C 1.809 3.014 -1.187 0.02 0.15 0.02
C 2.682 2.226 -0.435 -0.02 -0.05 0.02
C 4.059 2.320 -0.577 0.02 -0.03 0.00
C 4.599 3.189 -1.512 0.03 -0.01 0.00
C 3.750 3.965 -2.289 0.02 0.00 -0.02
C 2.375 3.889 -2.117 -0.04 -0.02 0.01
C -0.985 3.390 -2.236 0.00 0.03 -0.10
C -1.000 4.857 -2.676 0.04 -0.01 -0.03
C -2.438 2.983 -1.936 -0.04 0.03 0.04
C -0.506 2.518 -3.409 0.00 -0.07 0.10
H 0.497 6.217 1.111 0.00 0.00 0.00
H 0.285 5.999 -0.622 -0.03 -0.01 -0.04
H 1.723 5.365 0.177 -0.01 0.00 0.00
H -1.596 5.049 1.861 0.00 0.01 0.00
H -2.092 3.539 1.094 0.01 0.00 0.00
H -2.052 5.043 0.165 0.01 0.02 -0.05
H 0.528 4.346 2.663 -0.01 0.00 0.01
H 1.631 3.372 1.700 0.02 0.00 -0.01
H 0.056 2.709 2.189 0.01 0.00 -0.01
H 2.271 1.513 0.269 -0.02 0.00 0.01
H 4.706 1.705 0.037 0.01 0.01 0.00
H 5.671 3.266 -1.634 0.00 0.00 0.00
H 4.161 4.653 -3.018 0.00 0.00 0.00
H 1.745 4.540 -2.704 0.00 -0.02 -0.03
H -1.395 5.518 -1.909 -0.02 0.01 0.07
H -1.656 4.950 -3.547 0.01 -0.01 0.00
H -0.021 5.231 -2.973 -0.03 0.00 0.01
H -2.918 3.673 -1.243 0.00 -0.05 0.01
H -2.504 1.975 -1.525 0.02 -0.03 -0.02
H -3.010 3.005 -2.868 -0.01 0.01 0.00
H 0.476 2.812 -3.773 0.11 0.05 0.00
H -1.212 2.624 -4.237 0.01 0.00 -0.01
H -0.474 1.460 -3.132 -0.01 0.04 0.00
```
Forces are in eV/Å.

No. 4
Density functional theory data (ωB97M-V/def2-TZVPD) for C32H37CdF3Ge2N7 as an isolated structure.

* total charge: +1
* orbital gap: 0.2798 Eh
* F_max: 0.23 eV/Å
* total energy: -6245.6994 a.u.

```
82
Properties=species:S:1:pos:R:3:forces:R:3
Cd -0.309 0.198 -0.834 0.11 -0.08 0.09
C 4.173 -2.162 -1.142 0.01 -0.01 0.01
C 2.942 -1.266 -1.311 0.02 0.00 -0.03
Ge 1.870 -1.232 0.335 -0.05 -0.02 0.03
C 0.735 -2.809 0.581 -0.01 -0.05 -0.02
C 1.505 -3.945 1.260 0.01 0.00 0.02
C 2.931 -0.845 1.909 0.05 0.02 0.04
C 2.603 0.326 2.478 0.03 -0.06 -0.04
Ge 1.187 1.143 1.400 -0.10 0.03 -0.05
C -0.595 1.198 2.253 -0.07 0.03 0.03
C -0.768 2.134 3.452 0.03 0.02 0.00
C 1.791 2.740 0.416 0.01 0.07 -0.07
C 1.862 4.047 1.208 0.00 0.01 0.00
C 3.214 0.927 3.681 -0.02 0.03 -0.02
C 2.772 2.164 4.143 0.01 0.00 0.05
C 3.327 2.752 5.271 -0.01 0.00 -0.02
C 4.343 2.105 5.955 0.02 -0.01 0.00
C 4.800 0.872 5.502 0.00 0.01 0.00
C 4.244 0.290 4.377 -0.01 -0.01 0.01
H 4.777 -2.175 -2.050 -0.01 0.01 0.00
H 3.894 -3.195 -0.925 -0.01 0.01 0.00
H 4.810 -1.814 -0.328 -0.01 0.00 -0.01
H 2.313 -1.625 -2.128 -0.01 0.00 0.00
H 3.241 -0.245 -1.557 0.00 0.01 0.02
H 0.346 -3.112 -0.392 0.01 0.00 0.00
H -0.135 -2.524 1.174 0.00 0.01 0.02
H 2.362 -4.272 0.668 -0.01 0.01 0.00
H 0.861 -4.813 1.404 0.00 0.01 0.00
H 1.877 -3.647 2.242 -0.01 0.00 -0.01
H 3.705 -1.498 2.308 -0.01 0.01 -0.02
H -0.797 0.167 2.552 0.02 -0.01 0.01
H -1.346 1.432 1.492 0.03 -0.01 0.02
H -0.124 1.845 4.282 0.02 0.00 0.00
H -1.797 2.103 3.812 0.00 0.00 -0.01
H -0.541 3.173 3.202 0.00 -0.01 0.00
H 1.169 2.861 -0.475 -0.01 0.02 0.05
H 2.780 2.478 0.032 0.01 -0.01 0.03
H 0.901 4.318 1.651 0.01 0.00 0.00
H 2.166 4.873 0.562 0.00 0.00 0.00
H 2.587 3.986 2.019 0.00 0.02 -0.05
H 1.980 2.685 3.618 -0.03 -0.04 0.02
H 2.966 3.713 5.613 0.00 -0.01 0.00
H 4.781 2.556 6.835 0.00 0.00 0.00
H 5.596 0.363 6.031 -0.01 0.01 0.00
H 4.616 -0.670 4.043 -0.01 0.01 0.00
N 2.711 2.850 -4.696 0.00 -0.08 0.05
N 1.937 1.822 -4.187 0.02 0.08 -0.04
N 1.461 0.867 -4.950 0.00 -0.01 0.01
C 0.705 0.199 -4.089 -0.01 -0.04 0.02
N 0.748 0.749 -2.872 0.02 0.14 0.00
N 1.540 1.806 -2.955 0.06 -0.03 -0.04
H 3.160 2.504 -5.538 -0.06 -0.01 0.01
H 3.406 3.102 -4.001 -0.04 -0.02 0.00
H 0.131 -0.676 -4.343 0.01 0.00 0.02
N -5.221 5.970 -2.175 0.02 -0.02 0.00
C -4.453 5.150 -1.941 -0.01 0.01 0.01
C -3.489 4.123 -1.646 -0.01 0.00 -0.02
C -2.516 4.329 -0.674 0.00 0.03 0.00
C -1.609 3.318 -0.432 0.06 0.00 0.00
N -1.626 2.153 -1.085 -0.06 -0.01 0.01
C -2.574 1.957 -2.009 0.01 0.00 0.00
C -3.520 2.912 -2.327 0.00 0.01 0.00
H -2.467 5.256 -0.121 0.00 -0.01 -0.01
H -0.838 3.447 0.318 -0.02 -0.01 -0.02
H -2.581 0.989 -2.496 -0.01 -0.01 0.02
H -4.267 2.714 -3.082 0.00 0.00 0.01
F -6.711 -6.915 -1.209 0.01 -0.07 0.22
C -6.476 -6.230 -2.338 0.03 0.04 0.01
F -7.650 -5.703 -2.717 -0.16 0.13 -0.07
F -6.121 -7.118 -3.272 0.11 -0.10 -0.16
C -5.437 -5.164 -2.130 0.01 0.01 0.00
C -5.670 -4.191 -1.166 0.01 0.01 0.01
C -4.733 -3.199 -0.948 0.01 -0.01 -0.01
C -3.550 -3.172 -1.693 0.02 -0.03 0.05
C -3.329 -4.154 -2.657 0.00 0.00 -0.01
C -4.271 -5.147 -2.877 0.02 0.00 0.01
C -2.568 -2.153 -1.449 -0.02 0.03 -0.03
C -1.744 -1.289 -1.228 0.02 0.00 -0.09
H -6.583 -4.214 -0.585 0.00 0.00 -0.01
H -4.902 -2.443 -0.193 -0.01 0.00 -0.01
H -2.411 -4.139 -3.230 -0.01 0.00 0.00
H -4.095 -5.909 -3.623 0.00 0.00 -0.01
```
Forces are in eV/Å.

No. 5
Density functional theory data (ωB97M-V/def2-TZVPD) for the molecule C3H3N2OP at a distorted geometry.

* SMILES: COP(C#N)C#N
* orbital gap: 0.3683 Eh
* F_max: 5.16 eV/Å
* total energy: -642.1608 a.u.

```
10
Properties=species:S:1:pos:R:3:forces:R:3
C -1.158 0.582 0.204 0.15 1.82 -1.22
O -0.629 -0.675 0.184 -0.72 -4.81 1.71
P -1.192 -1.946 1.323 1.29 2.17 -1.73
C -2.744 -1.241 1.866 3.17 -1.67 -1.52
N -3.683 -0.745 2.226 -3.30 1.75 1.40
C -1.909 -3.025 0.103 -0.27 0.01 0.02
N -2.336 -3.800 -0.627 0.01 -0.15 -0.16
H -0.468 1.097 -0.455 0.01 0.61 -0.12
H -1.023 0.980 1.168 -0.31 1.00 1.30
H -2.158 0.784 -0.206 -0.03 -0.72 0.32
```
Forces are in eV/Å.

No. 6
Density functional theory data (ωB97M-V/def2-TZVPD) for the molecule C13H18N2O4 at a distorted geometry.

* SMILES: C[C@@H](O)[C@H](N)C(=O)N[C@@H](Cc1ccccc1)C(=O)O
* orbital gap: 0.3549 Eh
* F_max: 6.42 eV/Å
* total energy: -916.5788 a.u.

```
37
Properties=species:S:1:pos:R:3:forces:R:3
C 3.554 1.897 0.833 1.59 0.92 -1.29
C 2.981 0.991 -0.306 -0.08 3.72 -0.02
O 3.588 -0.207 -0.312 0.78 -2.55 0.25
C 1.414 0.901 -0.242 1.09 0.12 -2.10
N 0.685 2.205 -0.282 0.33 -1.44 0.28
C 1.053 0.199 1.012 -1.31 2.58 1.64
O 1.252 0.856 2.022 0.95 0.28 0.93
N 0.241 -0.836 1.165 -0.70 -2.09 1.75
C -0.012 -1.793 0.139 0.42 -2.58 -1.57
C -0.966 -1.395 -1.019 -2.30 0.89 -0.41
C -2.323 -0.736 -0.552 0.18 1.69 0.80
C -3.424 -1.480 -0.183 -0.55 -2.35 0.34
C -4.568 -0.927 0.491 -0.69 -1.38 -0.86
C -4.649 0.450 0.561 -1.57 2.72 0.21
C -3.627 1.383 0.112 1.66 -6.20 0.16
C -2.449 0.688 -0.310 1.39 0.86 -0.62
C 1.337 -2.210 -0.543 2.13 0.67 2.93
O 2.361 -2.402 0.110 -1.77 -0.46 -0.25
O 1.403 -2.138 -1.837 0.39 0.48 -2.12
H 3.037 2.902 0.830 0.49 -1.17 0.44
H 3.558 1.380 1.818 -0.17 0.62 -0.75
H 4.652 2.135 0.517 -1.76 -0.49 0.72
H 3.305 1.455 -1.314 -0.90 -0.35 1.40
H 3.365 -0.734 0.485 0.26 0.32 -0.61
H 1.191 0.349 -1.171 -0.43 0.17 0.46
H 1.019 2.687 -1.083 0.17 0.47 -1.06
H 0.973 2.782 0.489 0.02 -0.11 0.62
H 0.138 -1.037 2.232 -0.01 0.16 -2.88
H -0.276 -2.803 0.594 -0.37 1.48 -0.29
H -1.241 -2.266 -1.648 0.24 0.05 0.74
H -0.508 -0.746 -1.801 -0.05 -0.13 1.07
H -3.359 -2.611 -0.406 -0.34 1.78 0.63
H -5.494 -1.620 0.848 2.55 1.84 -0.99
H -5.630 0.914 0.918 1.46 -0.77 -0.20
H -3.434 2.372 0.356 -0.76 1.85 0.28
H -1.493 1.315 -0.457 -1.62 -0.95 0.09
H 2.343 -1.923 -2.068 -0.71 -0.66 0.28
```
Forces are in eV/Å.

> Look up the F_max of the first one.

0.76 eV/Å